No. 1
Formula: C6H6O2
Source: the Open Molecules 2025 dataset
Level of theory: wB97M-V/def2-TZVPD

Properties
orbital gap	0.3497	hartree
calculated total energy	-382.53470	Eh
spin multiplicity	1
ΔE to the lowest compared entry with this formula, charge and spin	396.6	kJ/mol
lowest unoccupied orbital energy	0.8	eV

Atoms and positions in Å:
C1 -2.2151 -0.2585 -0.2756
C2 -1.6236 0.8724 0.0302
C3 -0.1597 0.6416 0.2664
C4 0.9732 0.9125 -0.3565
C5 2.0066 -0.1778 -0.1435
O1 0.9638 -1.4046 -0.2572
C6 -0.2087 -0.9100 0.4327
O2 -1.2970 -1.3452 -0.2643
H1 -3.1760 -0.5811 -0.6303
H2 -2.0220 1.9430 0.0966
H3 1.5362 1.7920 -0.6148
H4 2.8213 -0.2824 -0.8301
H5 2.2790 0.2403 1.0268
H6 0.1218 -1.4421 1.5196

The computed natural (NBO) charges, all in e, follow:
1. C 0.131
2. C -0.306
3. C -0.097
4. C -0.176
5. C -0.108
6. O -0.549
7. C 0.341
8. O -0.491
9. H 0.219
10. H 0.240
11. H 0.216
12. H 0.214
13. H 0.193
14. H 0.173



No. 2
Formula: C36H48AsBrClCsF5N3O5Si
Source: the Open Molecules 2025 dataset
Level of theory: wB97M-V/def2-TZVPD

Properties
orbital gap	0.1587	hartree
calculated total energy	-8020.15466	Eh
spin multiplicity	1
ΔE to the lowest compared entry with this formula, charge and spin	0.0	kJ/mol
lowest unoccupied orbital energy	3.3	eV
charge	-2

Atoms and positions in Å:
Cs1 0.9368 -2.2870 -0.2396
O1 -1.2826 -8.2359 0.4097
C1 -1.2448 -7.8852 1.6739
O2 -1.3884 -8.6916 2.5702
C2 -0.9600 -6.4515 1.9709
C3 -0.6936 -5.9527 3.2299
Cl1 -0.5721 -6.7435 4.7393
N1 -0.4301 -4.6317 3.1166
N2 -0.5110 -4.2316 1.8310
C4 -0.8440 -5.3037 1.1346
C5 -0.9656 -5.1249 -0.3781
O3 -1.0307 -6.1739 -1.0686
O4 -0.9327 -3.9512 -0.7649
C6 -0.1653 -3.6625 4.1333
C7 -0.9967 -3.5790 5.2416
C8 -0.7503 -2.6095 6.2007
C9 0.2996 -1.7170 6.0363
C10 1.1025 -1.7963 4.9093
C11 0.8818 -2.7751 3.9501
H1 -1.1241 -7.4316 -0.2216
H2 -1.8349 -4.2550 5.3342
H3 -1.4056 -2.5261 7.0581
H4 0.4577 -0.9312 6.7633
H5 1.8903 -1.0719 4.7473
H6 1.4993 -2.8017 3.0615
C12 5.0268 -1.3166 3.3656
As1 4.3117 -1.4005 1.5759
C13 5.4460 -2.5954 0.5888
C14 4.5175 0.3739 0.8612
O5 2.7315 -1.8782 1.5450
H7 6.0728 -1.0116 3.3177
H8 4.9449 -2.2884 3.8485
H9 4.4585 -0.5815 3.9332
H10 6.4470 -2.1732 0.5026
H11 5.0201 -2.7153 -0.4075
H12 5.4883 -3.5494 1.1131
H13 5.5227 0.5101 0.4662
H14 4.3047 1.1031 1.6415
H15 3.8059 0.4686 0.0441
C15 1.2307 2.7136 -4.5678
C16 0.4284 3.4085 -3.4569
C17 1.4315 3.6841 -2.3239
C18 -0.0750 4.7533 -4.0034
Si1 -1.0257 2.2912 -2.8728
Br1 -0.0844 0.6608 -1.6942
C19 -2.2384 3.1789 -1.6751
C20 -1.4784 4.0899 -0.6994
C21 -3.0099 2.1812 -0.7921
C22 -3.2456 4.0534 -2.4387
C23 -1.9041 1.3978 -4.3371
C24 -1.0118 0.3271 -4.9859
C25 -2.3400 2.3849 -5.4302
C26 -3.1518 0.6554 -3.8324
H16 2.1086 3.3260 -4.8014
H17 0.6575 2.6029 -5.4887
H18 1.5922 1.7299 -4.2626
H19 2.2351 4.3169 -2.7179
H20 1.8860 2.7611 -1.9643
H21 0.9940 4.1975 -1.4716
H22 0.7773 5.3201 -4.3956
H23 -0.5448 5.3661 -3.2338
H24 -0.7900 4.6335 -4.8197
H25 -0.7286 3.5386 -0.1306
H26 -2.1929 4.4960 0.0242
H27 -0.9958 4.9334 -1.1938
H28 -2.3435 1.6312 -0.1256
H29 -3.5932 1.4603 -1.3608
H30 -3.7029 2.7448 -0.1583
H31 -2.7610 4.7932 -3.0808
H32 -3.8597 4.6000 -1.7146
H33 -3.9241 3.4652 -3.0561
H34 -0.0959 0.7257 -5.4156
H35 -1.5782 -0.1490 -5.7942
H36 -0.7314 -0.4506 -4.2771
H37 -1.4861 2.8429 -5.9315
H38 -2.9780 3.1851 -5.0503
H39 -2.9113 1.8444 -6.1936
H40 -2.9088 -0.0514 -3.0374
H41 -3.5786 0.0807 -4.6618
H42 -3.9268 1.3280 -3.4677
F1 3.2441 -1.4663 -3.7134
C27 4.2283 -1.6867 -2.7282
F2 3.5061 -1.3221 -1.5120
C28 5.1277 -0.4651 -2.8772
F3 6.0629 -0.4409 -1.8857
F4 4.5295 0.7603 -2.8277
F5 5.8072 -0.4932 -4.0426
C29 -0.4869 1.0082 1.9525
C30 -1.5742 1.2295 2.7506
C31 -2.2600 2.5068 2.7959
C32 -3.3245 2.7416 3.6136
C33 -3.8473 1.7423 4.4695
C34 -3.2232 0.4686 4.4172
C35 -2.1589 0.2167 3.6065
C36 -4.9351 2.0010 5.3294
N3 -5.8295 2.2188 6.0364
H43 0.0898 0.0887 1.9704
H44 -0.1138 1.7950 1.3074
H45 -1.8925 3.3087 2.1639
H46 -3.7846 3.7250 3.6111
H47 -3.6107 -0.3350 5.0358
H48 -1.7331 -0.7793 3.5826

These are the Mulliken partial charges, in e, on atoms 1 to 99:
1. Cs 1.485
2. O -0.583
3. C 0.452
4. O -0.650
5. C 0.033
6. C 0.054
7. Cl -0.167
8. N 0.598
9. N -0.468
10. C 0.214
11. C 0.615
12. O -0.905
13. O -0.699
14. C 0.019
15. C -0.297
16. C -0.696
17. C -0.648
18. C -0.287
19. C -0.196
20. H 0.463
21. H 0.455
22. H 0.372
23. H 0.366
24. H 0.352
25. H 0.442
26. C -1.190
27. As 0.597
28. C -1.121
29. C -0.876
30. O -0.459
31. H 0.406
32. H 0.362
33. H 0.335
34. H 0.376
35. H 0.296
36. H 0.394
37. H 0.362
38. H 0.421
39. H 0.045
40. C -2.318
41. C 2.495
42. C -1.876
43. C -1.811
44. Si -0.270
45. Br -0.355
46. C 2.626
47. C -1.861
48. C -1.602
49. C -1.927
50. C 2.288
51. C -1.927
52. C -1.760
53. C -2.094
54. H 0.608
55. H 0.318
56. H 0.447
57. H 0.538
58. H 0.241
59. H 0.323
60. H 0.523
61. H 0.290
62. H 0.274
63. H 0.167
64. H 0.593
65. H 0.275
66. H 0.052
67. H 0.301
68. H 0.503
69. H 0.304
70. H 0.543
71. H 0.301
72. H 0.331
73. H 0.529
74. H 0.333
75. H 0.283
76. H 0.269
77. H 0.521
78. H 0.332
79. H 0.602
80. H 0.326
81. F -0.176
82. C -1.141
83. F 0.125
84. C 0.980
85. F -0.300
86. F -0.232
87. F -0.302
88. C -1.372
89. C 1.075
90. C -0.391
91. C -0.704
92. C 0.318
93. C -0.454
94. C -0.476
95. C 0.165
96. N -0.736
97. H 0.117
98. H 0.046
99. H 0.240



No. 3
Formula: C45H61BCdN13O5S3Se
Source: the Open Molecules 2025 dataset
Level of theory: wB97M-V/def2-TZVPD

Properties
orbital gap	0.2400	hartree
calculated total energy	-6627.99551	Eh
spin multiplicity	1
ΔE to the lowest compared entry with this formula, charge and spin	0.0	kJ/mol
lowest unoccupied orbital energy	-3.1	eV
charge	+1

Atoms and positions in Å:
Cd1 0.9831 -0.7329 -0.0998
C1 2.8410 1.9265 -3.6307
C2 1.4369 1.4797 -3.8719
C3 1.0385 1.0016 -5.0726
C4 -0.3134 0.6175 -5.2844
N1 -1.1701 0.6553 -4.3146
N2 -0.7914 1.1024 -3.0970
B1 -2.0199 1.0892 -2.1758
N3 -2.2285 2.0698 -1.0414
N4 -2.9015 2.3449 -2.1773
C5 -3.7216 3.3297 -2.3600
C6 -3.9483 4.1297 -1.2087
C7 -3.3149 3.8909 -0.0298
C8 -3.5628 4.7570 1.1571
C9 -2.3527 2.7948 0.1021
S1 -1.4841 2.5333 1.4865
C10 -4.3825 3.5713 -3.6983
C11 -4.1746 5.0408 -4.0916
C12 -3.7720 2.6699 -4.7720
C13 -5.8818 3.2681 -3.5433
N5 -2.7482 -0.2630 -2.1801
N6 -3.6386 -0.4355 -3.1826
C14 -4.1277 -1.6215 -3.3890
C15 -3.6295 -2.7454 -2.6742
C16 -2.8070 -2.5721 -1.6133
C17 -2.2743 -3.7019 -0.7921
C18 -2.4345 -1.2250 -1.2780
S2 -1.7132 -0.8297 0.1994
C19 -5.2841 -1.8002 -4.3633
C20 -5.6606 -0.4883 -5.0506
C21 -6.4947 -2.2888 -3.5498
C22 -4.9262 -2.8498 -5.4257
C23 0.4666 1.5555 -2.8045
S3 0.8855 2.1445 -1.2899
C24 -0.8152 0.2600 -6.6754
C25 -2.2251 -0.3168 -6.6049
C26 0.1122 -0.7524 -7.3538
C27 -0.8401 1.5643 -7.4918
H1 3.4728 1.6680 -4.4809
H2 3.2255 1.4542 -2.7295
H3 2.8721 3.0065 -3.4715
H4 1.7596 0.9108 -5.8767
H5 -4.6506 4.9505 -1.2808
H6 -4.3463 5.4862 0.9550
H7 -2.6411 5.2757 1.4268
H8 -3.8329 4.1466 2.0183
H9 -3.1120 5.2957 -4.0931
H10 -4.6938 5.7253 -3.4171
H11 -4.5659 5.1993 -5.0980
H12 -2.7149 2.9091 -4.9204
H13 -4.2960 2.8317 -5.7164
H14 -3.8468 1.6153 -4.5061
H15 -6.3516 3.9373 -2.8186
H16 -6.0346 2.2377 -3.2127
H17 -6.3844 3.4000 -4.5035
H18 -3.9304 -3.7427 -2.9737
H19 -2.4522 -4.6575 -1.2851
H20 -2.7497 -3.7124 0.1899
H21 -1.2054 -3.5649 -0.6238
H22 -5.9156 0.2769 -4.3152
H23 -6.5278 -0.6534 -5.6931
H24 -4.8402 -0.1174 -5.6624
H25 -6.8168 -1.5223 -2.8402
H26 -6.2673 -3.1993 -2.9900
H27 -7.3274 -2.5039 -4.2228
H28 -4.0084 -2.5815 -5.9526
H29 -5.7352 -2.9101 -6.1560
H30 -4.7960 -3.8440 -4.9917
H31 -2.2412 -1.2083 -5.9733
H32 -2.5664 -0.5819 -7.6082
H33 -2.9105 0.4133 -6.1764
H34 0.1682 -1.6723 -6.7712
H35 1.1240 -0.3625 -7.4865
H36 -0.2824 -0.9931 -8.3434
H37 -1.4936 2.3047 -7.0218
H38 -1.2155 1.3646 -8.4981
H39 0.1609 1.9956 -7.5817
N7 0.5242 -0.7846 2.3409
C28 1.4015 -1.7279 3.0379
C29 0.6276 -2.3596 4.2051
C30 1.3116 -3.4285 5.0533
C31 2.6496 -3.0299 5.6560
N8 3.6871 -3.1904 4.6477
C32 4.9681 -3.1392 4.8877
N9 5.8349 -3.5025 3.9278
N10 5.4508 -2.7450 6.0787
C33 1.8823 -2.7837 2.0194
O1 2.8478 -3.5098 2.3899
O2 1.2428 -2.8492 0.9421
H40 0.3880 0.0807 2.8478
H41 -0.3865 -1.2263 2.2493
H42 2.2874 -1.2017 3.4037
H43 -0.2747 -2.8121 3.7829
H44 0.3040 -1.5452 4.8597
H45 1.4633 -4.3328 4.4596
H46 0.6380 -3.6869 5.8700
H47 2.8648 -3.6815 6.5078
H48 2.6128 -1.9938 6.0146
H49 3.3581 -3.3506 3.6492
H50 5.4509 -3.7335 3.0269
H51 6.7855 -3.1803 3.9447
H52 4.8225 -2.6108 6.8514
H53 6.4215 -2.8860 6.2914
O3 0.0443 -2.8984 -4.5406
C34 1.3728 -2.7837 -4.7325
C35 1.9313 -3.3462 -5.8800
C36 3.2887 -3.2423 -6.1143
C37 4.1212 -2.5760 -5.2159
C38 3.5707 -2.0147 -4.0799
C39 2.2022 -2.1068 -3.8243
C40 1.6437 -1.5032 -2.5849
O4 0.4156 -1.6866 -2.2933
O5 2.3847 -0.8080 -1.8453
H54 -0.1408 -2.4966 -3.6571
H55 1.2822 -3.8734 -6.5695
H56 3.7105 -3.6937 -7.0051
H57 5.1853 -2.5080 -5.4037
H58 4.1850 -1.4903 -3.3594
Se1 5.7965 -1.5351 0.1541
N11 6.3765 -0.0638 0.9558
C41 5.2951 0.6363 1.2318
C42 5.2608 1.9029 1.8794
C43 4.0477 2.4726 2.0650
C44 2.8543 1.8297 1.6100
N12 2.8077 0.6774 1.0074
C45 4.0230 0.0491 0.8285
N13 4.1154 -1.1321 0.2732
H59 6.1792 2.3881 2.1855
H60 3.9658 3.4449 2.5330
H61 1.8942 2.3216 1.7485

These are the Mulliken partial charges, in e, on atoms 1 to 99:
1. Cd 3.580
2. C -1.753
3. C 0.142
4. C -0.617
5. C -0.167
6. N 0.345
7. N 0.958
8. B -1.535
9. N -0.426
10. N 0.451
11. C 0.589
12. C -1.329
13. C 0.867
14. C -1.867
15. C 0.340
16. S -0.371
17. C 2.673
18. C -1.885
19. C -1.022
20. C -1.822
21. N 0.059
22. N 0.127
23. C 0.042
24. C -0.640
25. C -0.051
26. C -1.859
27. C 0.865
28. S -0.464
29. C 2.397
30. C -1.411
31. C -1.915
32. C -1.570
33. C 0.722
34. S -0.227
35. C 2.698
36. C -1.455
37. C -1.910
38. C -1.879
39. H 0.387
40. H 0.105
41. H 0.418
42. H 0.353
43. H 0.310
44. H 0.390
45. H 0.354
46. H 0.377
47. H 0.411
48. H 0.383
49. H 0.462
50. H 0.256
51. H 0.682
52. H -0.749
53. H 0.406
54. H 0.307
55. H 0.467
56. H 0.461
57. H 0.400
58. H 0.402
59. H 0.240
60. H 0.109
61. H 0.560
62. H 0.099
63. H 0.382
64. H 0.368
65. H 0.473
66. H 0.147
67. H 0.488
68. H 0.382
69. H 0.111
70. H 0.532
71. H -0.177
72. H 0.227
73. H 0.381
74. H 0.529
75. H 0.230
76. H 0.482
77. H 0.395
78. N -0.526
79. C 0.209
80. C -1.004
81. C -1.272
82. C -0.948
83. N 0.040
84. C 0.646
85. N -0.413
86. N -0.391
87. C 0.152
88. O -0.872
89. O -0.803
90. H 0.133
91. H 0.256
92. H 0.350
93. H 0.419
94. H 0.428
95. H 0.375
96. H 0.471
97. H 0.745
98. H 0.407
99. H 0.288